1.
A 7-piece molecular cluster, C35H74FINO7 overall, computed with ωB97M-V/def2-TZVPD.

- Highest occupied orbital energy: -10.200 eV
- Frontier orbital gap: 5.12 eV
- LUMO level: -5.078 eV
- Net charge: +1
- Largest force on an atom: 0.092 Eh/bohr
- 2S+1: 1

The geometry in XYZ format:
```
119
Properties=species:S:1:pos:R:3:forces:R:3:lowdin_charge:R:1
I 6.8151 -1.2195 1.0814 0.322 -0.217 -0.103 1.101
F 0.9178 -1.5793 -1.2396 3.234 0.064 1.526 -0.050
O 5.5395 2.9438 -3.4249 0.197 -0.424 0.280 -0.086
O 9.5795 -2.4062 -3.9060 0.028 0.144 0.337 -0.068
O -8.4477 3.5559 2.7349 -0.085 0.243 -0.230 -0.062
O 3.6024 0.6677 4.6687 -0.140 0.250 -0.452 -0.064
O -4.8597 2.9414 1.0143 0.038 -0.067 0.244 -0.065
O -11.2097 -0.3184 1.3687 0.138 -0.172 0.145 -0.071
O 2.0959 -3.2464 1.3171 1.924 1.623 -1.214 -0.131
N 4.9150 -1.4236 0.2047 0.256 0.845 0.754 -0.460
C -11.7170 1.7913 0.3341 0.278 0.205 -0.150 -0.065
C -1.5435 -0.0643 0.0566 -1.644 -2.317 -0.128 -0.050
C 4.6897 3.8997 -4.0535 0.191 0.728 0.112 -0.499
C 8.8269 -2.8581 -5.0288 0.492 -0.572 -0.141 -0.513
C -4.3588 4.4003 -0.8295 0.070 0.393 0.050 -0.063
C -5.4468 3.6615 -0.0664 0.393 -0.390 -0.419 -0.502
C -6.1966 2.6940 -0.9681 -0.355 -0.040 -0.018 -0.057
C 2.3911 -1.8661 0.9271 -0.133 2.088 -1.183 -0.286
C 4.6650 -0.2107 -0.6629 -0.506 2.755 -1.713 -0.358
C -2.7617 -0.0352 -1.0470 0.154 -3.737 2.896 -0.074
C -8.9091 1.2653 3.2997 -0.358 -0.024 0.068 -0.061
C -0.0165 -1.3493 2.2041 -1.467 1.160 0.105 -0.158
C 4.0023 4.7398 -2.9889 -0.293 -0.067 0.123 -0.063
C 8.2767 -4.2458 -4.7409 -0.317 -0.081 0.084 -0.065
C 5.4496 -1.3979 -2.9623 0.675 0.404 0.277 -0.103
C 3.9286 -1.3625 1.3542 -1.307 -0.787 1.804 -0.192
C 3.0576 -0.1380 -1.0861 -0.187 -0.993 -0.990 -0.045
C 3.6233 -0.2727 5.7394 0.496 -0.489 -0.176 -0.487
C -7.0177 2.5250 4.3691 0.177 0.168 0.262 -0.064
C 1.3846 -0.7355 1.6230 -0.543 -0.198 1.211 -0.098
C 3.1410 -1.6229 5.2334 -0.410 -0.071 0.101 -0.054
C -1.2772 -1.2946 1.1062 -3.234 -0.771 -2.593 -0.126
C 5.0324 -0.3632 6.3029 0.087 0.219 0.315 -0.057
C -11.7773 0.2777 0.2052 -0.528 0.310 0.392 -0.503
C -3.6264 -2.5342 -0.0127 2.679 3.135 -0.025 -0.065
C -8.4268 2.6155 3.8056 0.487 -0.445 -0.304 -0.496
C 5.6416 -0.1004 -1.9783 -0.925 -0.010 -0.792 -0.214
C 5.5133 4.7638 -4.9950 0.059 -0.087 -0.344 -0.060
C -3.8149 -1.2921 -1.0787 3.078 0.075 2.834 -0.068
C 3.0526 -4.2237 0.7947 -0.168 -2.617 -0.064 -0.235
C -2.3734 -2.5553 1.0485 -0.790 2.991 -2.578 -0.023
C -13.2084 -0.2077 0.0376 -0.106 -0.288 -0.224 -0.068
C 2.5209 -5.7133 1.3434 0.997 0.643 0.162 -0.068
C 2.2993 -1.5805 -0.7070 0.567 0.217 -0.977 -0.150
C 9.7149 -2.8592 -6.2630 0.004 0.273 -0.251 -0.061
H 2.7243 -6.5384 0.5246 -0.635 1.777 1.678 0.092
H -5.5207 1.9334 -1.3750 0.045 0.132 -0.002 0.067
H 4.8651 0.7718 -0.0146 -0.258 -2.474 -1.071 0.158
H 6.0107 -2.3116 -2.4576 -1.239 1.608 -1.322 0.082
H 2.9406 0.0960 6.5127 0.061 0.118 -0.276 0.148
H -4.4100 -3.4144 -0.0251 1.868 1.999 0.062 0.088
H -8.9197 0.5233 4.1040 0.014 0.021 -0.107 0.084
H -0.7954 0.8626 0.0585 -1.834 -2.225 0.002 0.086
H 5.9438 -1.1561 -4.0150 -1.020 -0.679 2.384 0.102
H -13.8182 0.0622 0.9071 0.083 0.129 -0.082 0.082
H -4.7188 -1.3214 -1.8341 2.121 0.130 1.720 0.088
H 4.7373 5.2702 -2.3731 0.002 0.036 -0.173 0.084
H 3.1304 -2.3649 6.0377 0.008 0.039 -0.158 0.090
H -12.1322 2.2800 -0.5527 0.021 -0.008 0.118 0.081
H 3.9413 -0.2417 1.7386 -0.140 -2.414 -1.012 0.138
H 3.2015 -5.9808 2.2811 -1.845 0.467 -1.880 0.091
H -10.6823 2.1253 0.4666 -0.131 -0.050 -0.066 0.072
H -2.3055 -3.4809 1.7770 0.009 2.199 -1.614 0.088
H 1.1096 0.1473 0.8897 0.751 -2.099 1.273 0.106
H 2.8969 -2.3927 -1.3459 -1.556 1.514 1.430 0.145
H 3.7836 -1.9913 4.4260 0.140 -0.004 0.136 0.060
H -2.8811 0.8599 -1.7966 0.344 -1.971 1.720 0.080
H 3.0888 -4.3285 -0.3700 -0.266 0.729 2.030 0.124
H -3.6177 3.7003 -1.2314 -0.148 -0.061 -0.047 0.070
H -7.8443 3.2368 2.0434 -0.181 0.061 0.370 0.073
H 4.2058 0.3486 3.9772 -0.138 0.114 0.481 0.063
H 7.9984 -2.1560 -5.1721 0.179 0.042 0.176 0.123
H 7.6793 -4.6156 -5.5800 0.078 -0.015 0.108 0.084
H -13.2375 -1.2998 -0.0416 0.046 0.164 -0.054 0.080
H 9.0879 -4.9571 -4.5488 -0.018 0.095 -0.147 0.085
H 1.9220 -0.2109 2.5512 -0.977 -1.337 -1.969 0.117
H 10.3175 -3.0237 -3.7713 -0.315 0.268 -0.121 0.094
H 5.7423 -0.6870 5.5333 -0.103 -0.119 -0.004 0.076
H -11.7364 -0.0393 2.1361 0.184 -0.117 -0.374 0.090
H 6.3020 5.2951 -4.4504 -0.168 0.025 0.049 0.085
H 4.3124 -1.6168 -3.1337 2.202 0.271 0.333 0.078
H 6.7677 0.0789 -1.7131 -2.195 -0.473 -0.341 0.098
H 6.0122 4.1446 -5.7483 -0.153 0.081 0.082 0.083
H -4.2342 2.2981 0.6416 -0.276 0.187 0.129 0.077
H -11.1770 -0.0428 -0.6532 0.050 -0.082 0.256 0.139
H -8.2665 0.8969 2.4922 0.038 0.025 0.126 0.086
H 5.3712 0.6183 6.6518 -0.115 -0.166 0.000 0.086
H 10.1137 -1.8565 -6.4509 -0.138 -0.132 0.020 0.084
H 4.8853 5.4998 -5.5064 0.115 -0.069 0.068 0.086
H 5.2749 0.8472 -2.5883 0.776 -1.783 1.522 0.111
H 2.5025 0.7975 -0.6558 1.233 -1.904 -0.638 0.132
H -6.6789 3.5065 4.7180 -0.103 -0.137 0.002 0.081
H 10.5771 -3.5211 -6.1249 -0.167 -0.061 0.021 0.085
H 3.4232 4.1034 -2.3111 -0.003 0.066 -0.139 0.073
H -0.3625 -0.6084 3.0749 0.819 -1.553 -1.863 0.131
H 2.1303 -1.5400 4.8196 0.079 -0.012 0.125 0.075
H -4.7803 4.9770 -1.6585 0.090 -0.061 0.059 0.082
H -12.2740 2.1322 1.2142 -0.070 -0.083 -0.112 0.085
H -13.6682 0.2209 -0.8582 -0.003 -0.045 0.114 0.080
H 4.9519 -2.3356 -0.2997 -0.411 0.839 0.265 0.108
H 3.9387 3.3443 -4.6258 0.204 -0.119 0.145 0.141
H 4.1477 -4.1307 1.1954 -1.902 0.372 -0.577 0.118
H 4.3104 -2.0406 2.2427 -0.839 1.311 -1.925 0.108
H 5.0787 -1.0676 7.1392 0.045 0.079 -0.114 0.087
H -6.3078 2.2012 3.5995 -0.137 -0.063 0.008 0.074
H 9.1606 -3.1872 -7.1478 0.109 0.017 0.077 0.084
H -6.9683 2.1604 -0.4027 0.061 0.113 -0.077 0.075
H -6.9714 1.8206 5.2054 0.019 0.056 -0.072 0.078
H -6.1494 4.3833 0.3641 0.156 -0.136 0.137 0.139
H 6.2096 3.4279 -2.9143 -0.273 -0.131 -0.283 0.099
H 1.3852 -5.6043 1.6220 2.363 -0.412 -0.582 0.098
H 0.0755 -2.4026 2.7231 -0.104 2.061 -1.461 0.121
H 7.6495 -4.2324 -3.8430 0.018 0.035 -0.132 0.065
H 3.0561 -0.0500 -2.2704 -0.222 -0.161 2.596 0.135
H 3.3289 5.4750 -3.4401 0.093 -0.069 0.104 0.086
H -9.9198 1.3482 2.8858 0.209 -0.009 0.114 0.055
H -6.6732 3.2195 -1.8014 0.036 -0.092 0.065 0.084
H -9.1095 2.9842 4.5789 0.040 0.140 -0.240 0.139
H -3.8195 5.0840 -0.1652 -0.153 -0.061 -0.082 0.082
```
Positions in Å, forces in eV/Å.

---

2.
C35H74NO17 as an isolated structure, computed with ωB97M-V/def2-TZVPD.

- Highest occupied orbital energy: -10.838 eV
- Frontier orbital gap: 9.07 eV
- LUMO level: -1.771 eV
- Net charge: +1
- Largest force on an atom: 0.311 Eh/bohr
- 2S+1: 1
- ΔE to the lowest compared entry with this formula, charge and spin: 334.9 kcal per mole

The geometry in XYZ format:
```
127
Properties=species:S:1:pos:R:3:forces:R:3:lowdin_charge:R:1
O -0.8431 -2.0355 -1.9412 4.607 0.719 -7.215 -0.122
O -2.3001 3.3715 -1.6882 -2.683 -0.921 0.535 0.087
O -3.9471 -2.6775 -1.1882 -1.285 -1.139 1.815 0.043
O 0.1429 -1.0565 2.7308 -6.361 3.247 1.898 -0.082
O -2.6071 -4.3675 -0.4922 1.791 -0.188 -0.604 0.131
O 2.5329 -0.2455 2.3358 2.631 -1.812 1.876 0.069
O 4.1469 -0.8355 3.9468 -3.041 -0.809 0.194 -0.031
O 0.7759 4.4675 -2.6562 14.676 -1.379 6.193 -0.134
O 0.9419 2.5965 -1.4442 4.012 0.536 -3.522 0.032
O -1.3161 -0.1605 4.3048 -2.029 -1.137 -1.453 -0.004
O 3.2479 -2.2455 -2.8262 4.076 -1.588 1.581 -0.033
O -0.7741 4.3355 2.1568 -1.059 -2.039 1.003 -0.029
O -0.5981 2.0525 2.6328 3.938 -2.918 0.313 0.165
O 0.4089 -4.8815 0.2808 -1.967 -0.424 1.430 -0.017
O -1.9541 1.4295 -0.5342 -1.407 2.555 -1.223 0.034
O 2.4039 -0.5745 -1.7512 -2.597 3.805 0.846 0.125
O 0.4979 -2.9845 1.5238 0.815 -0.030 -1.150 0.111
N -0.1351 -0.0745 0.2988 -2.049 0.794 -2.070 0.350
C -1.2331 -2.1265 -3.2402 2.606 2.487 5.177 -0.420
C -2.9321 -2.0175 -1.8562 -9.538 -1.606 -5.844 -0.228
C -1.2331 3.0025 2.4918 -2.201 3.778 -1.073 -0.456
C 3.1829 -1.4355 -1.7282 2.319 -3.089 -1.241 -0.498
C 2.0469 -1.8665 4.0298 3.431 -2.095 0.509 0.008
C -0.3311 0.2305 5.1678 1.623 -0.633 4.359 -0.203
C 0.6439 4.6435 2.2128 -2.264 1.909 -5.971 -0.225
C -2.7251 2.8875 2.6578 0.882 -0.861 0.927 0.027
C 0.8509 6.1605 2.2058 0.108 1.005 0.420 -0.069
C 6.2669 0.1755 4.4928 -0.094 -1.201 0.675 -0.072
C 0.5369 5.2045 -1.5452 2.064 5.351 3.868 -0.204
C 1.0469 3.1775 -2.5872 4.688 -3.181 4.874 -0.439
C -2.6571 2.4165 -0.8632 -0.500 -2.352 1.219 -0.427
C 1.2629 2.4405 -3.8972 1.387 1.391 0.917 0.085
C -1.1501 -4.6605 2.0078 1.721 -4.151 -2.187 0.030
C 2.7519 -3.1285 -4.9932 1.092 -0.579 0.455 -0.064
C 2.9429 -0.9525 3.2788 -1.635 3.148 -0.275 -0.425
C 2.6579 -1.9665 -4.0782 0.369 0.220 0.728 -0.227
C -0.8891 4.5065 -3.2552 -11.655 -2.259 -6.874 -0.093
C 5.1189 -0.0545 3.4108 4.371 0.387 -0.680 -0.276
C -0.8861 1.1255 6.4078 0.365 -2.159 -2.785 -0.003
C -3.6281 -3.7815 -0.4112 -2.076 0.238 -1.163 -0.450
C 4.0059 -1.8605 -0.4672 2.969 -0.222 -4.430 0.061
C -4.7791 -4.2865 0.4358 4.796 -0.573 0.379 0.069
C 1.5479 -4.6175 -0.4472 -0.651 2.819 -0.873 -0.276
C 1.5159 -5.5575 -1.6082 2.449 -1.596 0.926 -0.050
C -1.6811 -0.8785 -4.0762 8.829 1.867 2.627 -0.028
C -4.0861 2.5525 -0.3222 0.090 0.633 1.829 0.033
C 0.0019 -4.0285 1.2208 -0.955 -2.170 0.935 -0.497
C -1.0201 -0.8475 3.1988 2.616 -1.832 -1.797 -0.427
C -2.2491 -1.5095 2.4898 -1.154 1.227 0.079 0.046
C 0.5909 6.7085 -2.0452 -2.077 -2.486 1.570 0.026
C -3.6611 -0.8185 -2.6162 1.501 1.564 1.739 -0.009
C -1.3141 -3.4455 -3.8902 2.375 -2.360 0.756 -0.014
C -1.0871 3.2525 -2.3362 -1.763 4.631 -0.481 -0.204
H 0.2229 -0.7325 5.6048 -1.443 2.025 -0.609 0.156
H 2.1459 -2.9115 -5.8132 -0.226 0.812 -2.147 0.065
H 1.0669 4.3555 3.0308 2.291 -2.482 5.054 0.054
H -2.2371 -1.6615 -1.3642 5.517 2.721 5.924 -0.004
H 2.5049 -2.8485 3.7708 -0.574 0.102 0.719 0.122
H 1.9409 6.3675 2.3388 -0.612 -0.359 -0.410 0.086
H -1.9951 -1.3545 1.3538 -0.822 -1.263 2.188 0.084
H 0.4499 6.5485 3.1978 -0.080 -0.084 -1.561 0.099
H -2.4981 -2.7025 2.8888 0.693 4.065 -1.411 0.160
H -1.3311 -4.1045 2.8168 -0.370 1.915 3.281 -0.007
H -0.3201 -3.7055 -4.4142 -1.754 0.695 0.015 0.125
H -0.8721 2.3965 -2.8832 -0.873 -2.057 -0.766 0.111
H -3.1591 3.5835 2.0718 -1.627 2.610 -1.361 0.016
H -2.2371 -3.4285 -4.4432 0.055 -0.642 -0.952 0.099
H -3.2431 1.9425 2.4718 1.053 -0.262 -0.327 0.098
H 5.5669 -0.7205 2.6308 -0.203 1.300 -0.234 0.127
H 1.0829 -1.8075 3.7098 -1.191 -0.522 -0.713 -0.019
H 1.1129 4.1635 1.3288 -0.089 0.153 0.574 0.122
H -4.0841 3.1745 0.6688 -0.109 -1.446 -2.097 0.101
H 1.3829 -3.5465 -0.8532 0.764 -1.350 0.460 0.135
H 3.7669 -3.4785 -5.1952 0.068 0.776 -0.515 0.100
H 3.2189 -2.1165 0.0788 -2.766 -1.410 3.390 0.008
H 3.1129 -1.1255 -4.6362 -0.343 0.118 0.897 0.143
H 0.5149 6.7505 1.2748 0.155 -1.018 1.636 0.089
H 1.7039 -6.6775 -1.2462 -0.561 2.393 -1.057 0.134
H -0.4361 5.0165 -1.1872 -0.782 -0.215 0.856 0.119
H -4.7531 3.0415 -0.9702 -0.277 1.423 -1.204 0.061
H -2.3821 -2.7185 -2.5872 -3.759 0.297 1.866 0.086
H 4.8129 -2.6325 -0.5942 -1.460 0.098 -0.351 0.113
H -1.7341 4.7175 -4.1332 1.020 -1.019 2.102 0.153
H 1.7229 -1.8235 -3.6302 -2.571 1.047 -1.242 0.083
H -1.3241 -4.2755 -3.0862 -0.310 1.411 -1.086 0.126
H 0.6109 0.1255 -0.3142 0.695 0.101 -1.911 0.103
H -0.8671 -5.7975 2.3568 -0.759 2.884 -1.088 0.166
H -3.1381 -0.7145 2.6538 1.588 -2.342 -0.127 0.117
H 1.1949 5.2605 -0.6342 0.220 -1.422 -1.248 0.148
H -0.3081 3.3475 -1.5942 -3.233 -0.288 0.701 0.044
H -0.5901 -0.5725 -4.5412 -2.326 -0.942 0.391 0.152
H -0.7611 0.7045 0.4588 0.401 0.534 0.753 0.077
H 1.3309 6.7735 -2.7302 2.084 0.371 -2.519 0.063
H 2.2789 2.4335 -4.3902 -0.865 0.180 1.152 0.136
H 0.0559 4.3215 -3.6332 -3.798 0.761 -6.344 -0.020
H -2.9561 -0.0445 -3.1452 -4.095 -2.390 2.041 0.052
H -1.5771 0.4685 6.8688 -0.519 -0.281 1.208 0.061
H 0.9419 1.4665 -3.6242 -0.255 -1.069 -0.472 0.077
H 7.2079 0.6055 4.1298 -0.397 -0.155 -0.720 0.058
H 0.2119 -0.6425 0.9508 3.100 -1.255 5.610 0.018
H -2.0341 -4.6505 1.3828 0.103 -0.520 0.025 0.037
H 2.3029 -4.0355 -4.7452 -1.049 -1.500 1.703 0.045
H -2.3421 -1.0035 -4.8132 -2.568 -0.644 -2.712 0.048
H -5.4261 -4.8765 -0.0572 -1.969 -2.255 -2.019 0.063
H 2.3659 -4.6065 0.2728 0.586 -0.265 -0.577 0.135
H -1.3621 2.0395 6.1938 -1.112 0.906 -1.306 0.046
H 4.5989 -1.0865 -0.0652 -0.152 1.563 0.479 0.067
H 0.7419 7.4505 -1.3382 0.619 0.938 1.990 0.062
H -4.1861 -0.1065 -1.9752 -0.712 -0.991 0.439 0.076
H 1.9979 -1.7075 5.0928 0.916 0.017 0.516 0.086
H 2.3869 -5.1715 -2.1702 -0.390 -0.843 -0.482 0.076
H -0.3821 6.9135 -2.3962 -0.751 0.767 -1.126 0.075
H 4.8329 0.9815 3.0998 -0.219 -1.172 -0.237 0.134
H -4.2161 -1.4185 -3.2562 -1.896 -0.015 -1.655 0.072
H 0.4179 0.7475 4.6798 1.541 1.184 -1.324 0.083
H 0.5949 -5.4155 -2.1562 -0.114 -0.239 -0.099 0.060
H -1.9011 0.0505 -3.4262 2.769 -1.874 -1.956 0.078
H 6.6539 -0.7725 5.1188 -1.532 2.072 -1.320 0.122
H -4.6871 1.6305 -0.2172 1.256 -0.154 0.568 0.093
H -0.8511 5.4155 -2.7792 -1.084 1.190 0.280 0.024
H -0.7571 -0.8465 0.1438 -0.740 -0.361 -2.850 0.086
H -5.2721 -3.5035 0.7558 -2.761 4.012 1.824 0.034
H -4.3441 -4.8055 1.2878 -0.077 -0.193 -0.104 0.103
H -0.1091 1.5205 6.9928 1.435 -0.547 1.160 0.057
H -2.9311 3.0705 3.6818 -0.250 0.614 1.084 0.091
H 0.6449 3.0165 -4.5422 -0.877 -0.264 -1.270 0.087
H 5.8489 0.9925 5.0828 0.214 -0.467 0.888 0.056
```
Positions in Å, forces in eV/Å.

---

> Which of these has the lowest largest force on an atom?

C35H74FINO7

---

> The highest largest force on an atom belongs to which entry?

C35H74NO17

---

> highest occupied orbital energy of number 1 (C35H74FINO7)?

-10.200 eV

---

> Which formula does entry 1 have?

C35H74FINO7